1.
{
  "formula": "C8H13NO",
  "method": "wB97M-V/def2-TZVPD",
  "species": ["O", "N", "C", "C", "C", "C", "C", "C", "C", "C", "H", "H", "H", "H", "H", "H", "H", "H", "H", "H", "H", "H", "H"],
  "xyz": [[1.98289, -2.43901, -2.15322], [0.46406, -0.04507, -0.13530], [-1.47075, 2.68115, -0.24483], [1.65310, -1.40686, -1.59109], [-1.93304, 2.63293, 1.21503], [1.14644, -3.49706, 0.79904], [0.17579, -2.55601, 0.13170], [0.50658, 1.12950, -0.08114], [0.80699, -1.30833, -0.43336], [0.10616, 2.44770, -0.44997], [-0.18905, -3.09323, -0.83953], [-2.04977, 1.56951, 1.72835], [2.15353, -0.40572, -1.91187], [1.82862, -3.86094, 0.16464], [1.79025, -3.15774, 1.73404], [-1.37395, 3.27733, 1.79589], [-0.62402, -2.32126, 0.81694], [-2.01799, 2.07479, -0.95166], [-2.82119, 3.14681, 1.25525], [-1.67505, 3.74672, -0.62416], [0.35837, 2.63237, -1.50270], [0.58077, -4.36128, 1.12860], [0.60127, 3.11371, 0.14934]],
  "forces_ev_per_angstrom": [[-0.395, 0.151, 0.120], [0.515, -0.044, -0.269], [1.207, 1.678, -0.526], [1.359, 0.883, -0.011], [0.273, -3.629, -0.736], [-0.762, 0.809, 4.103], [0.171, 0.094, -1.833], [0.269, -1.930, 0.224], [-0.354, 0.405, -0.265], [-3.124, -0.367, -1.209], [0.138, 0.619, 1.929], [0.396, 2.243, -1.234], [-0.813, -0.952, 0.267], [2.595, -1.166, -2.702], [-1.661, -0.052, -1.764], [1.981, 0.893, 1.400], [-0.501, 0.112, -0.101], [-0.189, -0.563, 0.168], [-2.759, 0.569, 0.037], [0.457, -1.339, 0.587], [0.044, -0.162, 0.208], [-0.127, -0.251, 0.294], [1.280, 2.000, 1.315]],
  "total_charge": 0,
  "homo_ev": -7.381
}

---

2.
{
  "formula": "C32H40MoN5OP2",
  "method": "wB97M-V/def2-TZVPD",
  "species": ["Mo", "P", "P", "O", "N", "N", "N", "N", "N", "C", "C", "C", "C", "C", "C", "C", "C", "C", "C", "C", "C", "C", "C", "C", "C", "C", "C", "C", "C", "C", "C", "C", "C", "C", "C", "C", "C", "C", "C", "C", "C", "H", "H", "H", "H", "H", "H", "H", "H", "H", "H", "H", "H", "H", "H", "H", "H", "H", "H", "H", "H", "H", "H", "H", "H", "H", "H", "H", "H", "H", "H", "H", "H", "H", "H", "H", "H", "H", "H", "H", "H"],
  "xyz": [[-0.79676, -1.67830, -1.28524], [-2.19025, -0.13138, -2.17526], [1.34566, -0.99910, -2.02067], [1.30735, 1.33056, 6.39079], [-3.64440, -0.82918, -2.48308], [2.89525, -0.04606, -2.19313], [-2.27209, 1.29493, -2.96154], [0.67916, 1.02166, 7.47677], [2.09870, -2.49888, -2.80524], [2.56915, -2.60504, -4.11158], [-0.66903, 0.22918, 9.74562], [0.38588, -0.42841, -3.43276], [-2.23612, 2.62304, -4.77100], [-1.29693, 1.83260, 1.14287], [-1.26892, 0.36322, 1.38667], [1.24372, 2.00775, 0.58552], [2.96235, -3.91998, -4.35578], [1.31730, 1.11802, 8.68905], [-5.00445, -2.43863, -3.16515], [0.63029, 0.74895, 9.82418], [4.66288, 1.10049, -3.13043], [-4.60686, -0.20740, -3.25858], [-0.15990, 2.52561, 0.37358], [-0.11350, 0.67647, 3.59734], [2.72850, -4.64516, -3.15236], [-3.86198, -2.21302, -2.43583], [-2.17477, 1.31224, -4.37306], [-0.61841, 0.59630, 7.35305], [5.04054, 0.69624, -1.80414], [-2.24169, 2.61304, -2.49049], [-1.29093, 0.20495, 8.48992], [3.95844, -0.02624, -1.28581], [3.36941, 0.62013, -3.33241], [-5.47025, -1.18081, -3.70412], [-0.96474, -1.10509, -3.37165], [-0.95766, -0.09856, 2.61621], [1.04167, -1.80782, 0.14123], [2.19308, -3.75168, -2.23709], [-2.19459, 3.45354, -3.59002], [1.62389, 1.42043, 1.73179], [0.96160, 1.58332, 3.08064], [-1.54851, -0.29507, 0.38769], [3.85614, -0.51215, -0.32895], [1.82019, 1.48727, 3.75182], [5.97320, 0.94708, -1.28228], [-0.84178, -2.18112, -2.99720], [1.80519, -3.94055, -1.25259], [-4.51850, 0.84764, -3.41341], [0.23379, -2.44078, 0.67404], [2.76965, 0.71609, -4.21715], [1.81230, 1.75381, -0.33856], [2.91160, -5.69538, -2.97522], [-1.48934, -1.25209, -4.31309], [0.32456, -0.07390, 4.26349], [2.56791, -1.77745, -4.79071], [-2.12691, 0.41177, -4.97124], [-1.38300, 2.35660, 2.10751], [-1.19967, -0.11173, 10.63940], [-1.04340, 0.55933, 6.33833], [-6.28849, -0.94488, -4.36232], [1.82877, -2.53823, -0.11743], [5.25285, 1.67979, -3.84505], [-0.72605, 1.34829, 4.19961], [-2.33222, 2.79432, -1.42849], [0.39723, 0.66377, -3.55495], [-2.31895, 2.92008, -5.79501], [-0.24425, 3.58470, 0.69840], [3.30823, -4.31423, -5.29138], [0.59625, 2.61511, 3.15337], [-5.45715, -3.41148, -3.28855], [-3.18282, -2.87712, -1.90866], [2.34644, 1.50537, 8.67133], [-1.19604, -1.09324, 3.07468], [0.95899, -0.79284, -4.28056], [1.41949, -1.17966, 0.96789], [2.49724, 0.75676, 1.77082], [-2.20355, 2.06517, 0.56686], [-0.26818, 2.44676, -0.73707], [-2.30122, -0.16137, 8.36393], [1.18967, 0.83891, 10.74732], [-2.18025, 4.53270, -3.58540]],
  "forces_ev_per_angstrom": [[3.799, 0.210, 4.890], [1.595, -1.704, -0.367], [1.615, -1.203, -2.385], [-0.090, -0.038, 0.718], [-0.678, 0.197, -0.174], [-0.428, -0.086, 0.666], [0.817, 0.998, -1.080], [0.168, 0.136, -0.744], [-0.877, 0.965, 0.367], [0.196, -1.033, 0.032], [0.113, 0.418, -0.228], [1.590, 0.867, -2.124], [0.470, -0.813, 0.932], [0.293, 0.611, -0.317], [-0.145, -1.666, -0.823], [-0.054, -2.019, 0.321], [-0.701, 1.131, 0.974], [-0.119, 0.107, 0.204], [0.227, 0.065, 0.042], [0.706, -0.049, -0.125], [-1.302, -0.717, 0.503], [-0.771, -1.434, -0.268], [0.787, 0.753, -0.687], [-1.021, -0.406, 0.264], [-0.384, 0.715, 0.355], [-1.061, 0.590, -0.519], [-0.719, 1.465, -0.084], [-0.469, -0.317, 0.436], [-1.250, -0.584, 0.186], [-0.149, 0.558, -1.065], [-0.074, -0.183, -0.445], [0.734, 0.705, 0.054], [0.537, 0.579, -0.144], [0.840, 0.588, 0.542], [-0.945, 1.068, -0.198], [-0.121, -0.960, -0.448], [-0.529, -1.496, 1.481], [0.051, -0.919, -0.364], [-0.485, -1.021, 0.529], [-0.100, -0.313, -0.526], [1.366, 1.277, -0.506], [0.089, 1.257, 2.934], [0.017, 0.037, 0.043], [-0.258, 0.363, 0.320], [-0.607, -0.365, -0.308], [-0.126, -0.529, -1.360], [0.191, -0.161, 0.011], [-0.400, 0.141, -0.179], [0.509, 0.291, -0.426], [-0.175, 0.036, -0.071], [-0.205, 0.559, 0.817], [-0.039, 0.137, -0.005], [0.210, -0.223, 0.063], [-0.091, 0.088, -0.004], [0.168, 0.218, -0.044], [-0.260, 0.331, 0.232], [-0.232, -0.308, -0.303], [0.237, 0.130, -0.338], [0.482, 0.142, 0.587], [-0.226, -0.416, 0.083], [-0.323, 0.386, 0.313], [-0.357, -0.347, 0.321], [-0.356, -0.230, 0.409], [0.097, 0.134, -0.255], [-0.448, -0.180, 0.268], [0.251, 0.303, -0.252], [0.146, -0.304, -0.709], [0.196, 0.044, -0.116], [0.259, -0.087, -0.029], [-0.014, 0.113, -0.114], [-0.296, 0.099, -0.054], [-0.623, -0.255, -0.127], [0.229, 0.527, -1.411], [-0.269, 0.123, -0.652], [-0.332, 0.219, -0.873], [-0.024, 0.543, -0.316], [-0.100, -0.064, 0.368], [-0.396, 0.364, 0.905], [0.008, 0.035, 0.131], [-0.307, -0.097, 0.122], [-0.059, -0.097, 0.142]],
  "spin_multiplicity": 4,
  "total_charge": 2,
  "homo_ev": [-12.101, -12.102]
}

---

3.
{
  "formula": "C31H28ClINOPRhS",
  "method": "wB97M-V/def2-TZVPD",
  "species": ["I", "Rh", "Cl", "S", "P", "O", "N", "C", "C", "C", "C", "C", "C", "C", "C", "C", "C", "C", "C", "C", "C", "C", "C", "C", "C", "C", "C", "C", "C", "C", "C", "C", "C", "C", "C", "C", "C", "C", "H", "H", "H", "H", "H", "H", "H", "H", "H", "H", "H", "H", "H", "H", "H", "H", "H", "H", "H", "H", "H", "H", "H", "H", "H", "H", "H", "H"],
  "xyz": [[-1.06676, -0.50972, 2.87531], [-0.84407, 0.14059, 0.36665], [4.16575, 1.82318, -1.12783], [-1.98772, 2.12489, -1.43371], [-1.58233, -1.87501, -0.27026], [-0.75788, 1.13301, -1.41568], [1.11807, -0.22182, 0.27259], [-1.38316, -3.47268, 2.14112], [0.93874, -2.29948, -3.40311], [-4.58535, -0.91290, -2.83473], [-1.44394, -4.82031, 2.59008], [-1.26750, 3.78483, -1.59813], [-5.23619, -0.23216, -0.60591], [-0.71229, -2.57353, 3.00662], [-2.26125, -5.75248, 1.90246], [0.05118, -3.85946, -1.26714], [0.03598, -1.76712, -2.50201], [-0.42309, -2.55322, -1.43553], [-1.16280, 4.05740, -3.09298], [1.68481, -1.33830, 0.75673], [3.85280, -0.57090, 0.09684], [1.39999, -3.60303, -3.24004], [-2.44380, 3.49234, -3.69797], [-2.99944, -5.37993, 0.81746], [1.87986, 0.72478, -0.29605], [-2.59366, 2.07414, -3.14952], [-0.01274, -4.32800, 4.48437], [3.04705, -1.53712, 0.67766], [-0.73419, -5.22198, 3.74967], [-0.04010, -2.96532, 4.13266], [3.25378, 0.58027, -0.39501], [-3.08844, -1.25927, -0.99296], [-5.51559, -0.35051, -1.96247], [0.96057, -4.37770, -2.17479], [-4.02882, -0.70110, -0.11164], [-2.03296, -3.14681, 0.91112], [-3.35949, -1.35097, -2.36195], [-2.85166, -4.08246, 0.30184], [-0.29522, -4.47676, -0.44877], [4.92501, -0.69986, 0.02723], [-3.65883, -6.07995, 0.32385], [-3.30301, 4.10237, -3.41467], [3.47133, -2.44711, 1.07831], [-5.97123, 0.18645, 0.06816], [-1.97504, 4.45363, -1.10292], [2.10377, -4.01602, -3.95065], [-0.79175, -6.25936, 4.05400], [-3.35774, -3.84305, -0.62656], [1.03861, -2.07418, 1.21334], [-3.60571, 1.67913, -3.14233], [-2.31023, -6.76744, 2.27725], [1.31856, -5.39135, -2.05633], [-6.47463, -0.02269, -2.34247], [-2.41154, 3.46046, -4.78618], [0.43521, -2.24061, 4.78141], [-0.30660, -0.74657, -2.61978], [0.52849, -4.63845, 5.36713], [-0.33183, 3.78580, -1.03990], [-0.28284, 3.56526, -3.51069], [-4.82803, -1.02646, -3.88332], [-2.64505, -1.80405, -3.03763], [1.39031, 1.60101, -0.69095], [-3.84758, -0.68912, 0.95892], [-1.06455, 5.12680, -3.27253], [1.28519, -1.70394, -4.23699], [-1.92250, 1.36682, -3.64160]],
  "forces_ev_per_angstrom": [[0.030, 0.007, -0.059], [0.021, -0.117, 0.079], [0.000, 0.000, 0.001], [0.130, 0.039, -0.136], [-0.044, -0.135, 0.017], [-0.106, 0.098, 0.044], [-0.031, 0.095, -0.014], [0.015, -0.024, 0.010], [-0.007, 0.006, 0.003], [0.016, -0.008, 0.002], [0.019, 0.021, 0.014], [-0.020, -0.045, 0.040], [-0.005, 0.000, -0.013], [-0.014, -0.001, -0.001], [-0.002, -0.006, -0.004], [-0.009, 0.004, -0.010], [0.000, 0.014, -0.008], [0.001, 0.005, 0.034], [0.001, 0.016, -0.015], [0.024, -0.010, -0.003], [0.002, 0.011, 0.005], [-0.001, -0.008, 0.003], [-0.018, 0.004, -0.011], [-0.011, -0.009, 0.008], [0.032, -0.003, 0.011], [-0.003, 0.024, -0.012], [0.012, 0.006, 0.000], [-0.016, -0.014, 0.008], [-0.022, -0.010, -0.016], [-0.008, 0.025, 0.021], [0.000, -0.003, -0.004], [0.024, 0.057, 0.046], [-0.001, 0.006, 0.014], [0.007, -0.006, -0.006], [-0.013, -0.005, -0.002], [-0.013, -0.026, -0.032], [-0.020, 0.008, -0.021], [0.007, 0.007, -0.008], [0.002, 0.005, 0.004], [0.000, -0.001, -0.002], [0.002, -0.003, 0.002], [0.000, -0.003, 0.000], [0.005, 0.000, -0.004], [-0.003, 0.001, -0.003], [-0.008, -0.002, -0.003], [0.002, -0.002, 0.001], [0.004, 0.000, 0.002], [0.003, 0.012, 0.000], [0.010, 0.005, -0.016], [-0.009, 0.013, -0.010], [-0.003, 0.000, -0.001], [0.002, 0.001, 0.001], [-0.001, 0.002, 0.003], [0.009, 0.000, 0.001], [0.004, -0.001, -0.003], [0.010, -0.026, -0.005], [-0.001, 0.001, 0.001], [-0.007, 0.009, 0.018], [-0.004, -0.005, -0.002], [-0.002, 0.001, 0.000], [0.002, -0.002, 0.007], [-0.014, -0.003, -0.003], [0.009, -0.003, -0.004], [0.012, -0.001, 0.003], [0.002, 0.000, 0.000], [-0.005, -0.022, 0.029]],
  "total_charge": 3,
  "homo_ev": -16.758
}

---

4.
{
  "formula": "C21H17N3O3",
  "method": "wB97M-V/def2-TZVPD",
  "species": ["O", "O", "O", "N", "N", "N", "C", "C", "C", "C", "C", "C", "C", "C", "C", "C", "C", "C", "C", "C", "C", "C", "C", "C", "C", "C", "C", "H", "H", "H", "H", "H", "H", "H", "H", "H", "H", "H", "H", "H", "H", "H", "H", "H"],
  "xyz": [[-7.93618, -0.62992, -0.30674], [-7.06009, 0.96018, -1.45418], [4.38182, 3.13021, -0.05450], [2.24744, 2.48050, -0.18522], [-6.99316, 0.04151, -0.66584], [1.22977, 1.74183, 0.24648], [1.91890, -1.94287, 1.26559], [4.12474, -0.65498, 0.10896], [0.09672, 1.79324, -0.33974], [5.99318, -0.74550, -1.42573], [-3.22382, -0.87386, 0.92897], [3.77442, -1.98056, -0.26937], [-5.69726, -0.27570, -0.11488], [-5.58009, -1.32154, 0.79299], [3.32995, 0.01195, 1.07870], [4.55497, -2.65236, -1.23360], [-0.97354, 0.97280, 0.13446], [2.65684, -2.60146, 0.32463], [-4.59667, 0.46942, -0.50536], [-4.32924, -1.61332, 1.30756], [-2.20568, 0.98889, -0.40254], [-3.33471, 0.18550, 0.01936], [3.65019, 1.42380, 1.49988], [5.64079, -2.04979, -1.80183], [5.25703, -0.06508, -0.49577], [3.50168, 2.41586, 0.36620], [2.25994, -0.63702, 1.64030], [4.67384, 1.49600, 1.87218], [-2.25715, -1.12644, 1.33456], [5.54821, 0.93694, -0.22557], [6.85622, -0.27852, -1.87696], [-0.08427, 2.44261, -1.20393], [4.27542, -3.65882, -1.51182], [-4.21690, -2.42595, 2.00866], [1.66188, -0.13170, 2.38417], [-4.73416, 1.27288, -1.21385], [-0.71934, 0.33293, 0.96524], [2.40045, -3.60716, 0.02367], [-6.45727, -1.88282, 1.07404], [2.96154, 1.72100, 2.29248], [6.23435, -2.57124, -2.53846], [1.06875, -2.42288, 1.72881], [2.12852, 3.11605, -0.98085], [-2.40727, 1.67162, -1.21874]],
  "forces_ev_per_angstrom": [[-0.236, -0.125, 0.055], [-0.062, 0.202, -0.185], [0.151, 0.075, -0.044], [-0.074, 0.847, -1.023], [-0.512, 0.121, -0.216], [-0.670, -0.358, 0.450], [0.017, -0.238, -0.089], [-0.149, -0.317, -0.021], [0.726, 0.572, -0.340], [-0.005, 0.238, 0.125], [-0.042, 0.146, -0.141], [0.027, 0.236, 0.059], [1.123, -0.395, 0.576], [-0.247, 0.194, -0.217], [-0.136, -0.195, 0.330], [0.170, -0.020, -0.142], [-0.955, -0.266, -0.071], [-0.150, -0.002, 0.093], [-0.038, -0.026, 0.026], [0.056, 0.069, -0.016], [0.879, 0.261, 0.117], [-0.628, -0.455, 0.227], [0.088, -0.085, -0.009], [-0.141, -0.254, -0.020], [0.205, 0.042, -0.128], [-0.043, -0.049, 0.256], [0.339, 0.062, 0.000], [-0.080, 0.128, -0.054], [0.113, -0.051, 0.053], [0.041, 0.129, 0.025], [0.060, 0.069, -0.011], [0.075, -0.008, 0.010], [-0.015, -0.090, -0.033], [0.002, -0.065, 0.051], [-0.042, 0.110, 0.033], [0.014, 0.024, -0.024], [-0.015, -0.126, 0.136], [-0.031, -0.097, -0.019], [-0.019, -0.019, 0.006], [0.065, -0.024, 0.027], [0.020, -0.064, -0.049], [-0.060, -0.067, 0.025], [0.131, -0.217, 0.272], [0.047, 0.088, -0.098]],
  "total_charge": 0,
  "homo_ev": -8.210,
  "smiles": "O=C(Cc1cccc2ccccc12)N/N=C/C=C/c1cccc([N+](=O)[O-])c1"
}

---

ΔE to the lowest compared entry with this formula, charge and spin for the records above, in order: 85.9 90.8 3.3 103.7 kcal per mole
F_max for the records above, in order: 4.25 6.20 0.19 1.33 eV Å⁻¹
E for the records above, in order: -442.49232 -2342.25492 -2935.12474 -1200.32678 a.u.